ORCA calculation (the ωB97M-V functional and the def2-TZVPD basis) on C5H8O2 as an isolated structure at a distorted geometry.

CARTESIAN COORDINATES (ANGSTROEM)
O (2.08, -1.24, -0.05)
C (1.07, -0.40, 0.46)
C (0.90, 1.01, -0.03)
C (-0.97, 0.85, -0.62)
C (-1.53, 0.02, 0.56)
C (-0.60, -0.99, -0.12)
O (-0.80, -0.34, -1.36)
H (2.31, -0.99, -0.95)
H (1.18, -0.50, 1.56)
H (0.95, 1.79, 0.73)
H (1.52, 1.25, -0.90)
H (-1.67, 1.54, -1.16)
H (-1.25, 0.27, 1.58)
H (-2.62, -0.12, 0.48)
H (-0.58, -2.07, -0.17)

Values from the calculation:
DFT total energy	-9406.03211	eV
total charge	0
energy relative to the best compared isomer or geometry (same formula, charge and spin)	87.63	kcal/mol
HOMO energy	-0.3274	Ha
LUMO level	1.0	eV
multiplicity	1

Löwdin atomic charge list, values in e, 4 entries: -0.041 -0.298 -0.004 -0.159

---

ORCA calculation (the ωB97M-V functional and the def2-TZVPD basis) on C62H144BF6MgNO34S2 as an isolated structure at a distorted geometry.

CARTESIAN COORDINATES (ANGSTROEM)
Mg (12.43, 10.47, -12.73)
C (9.99, 14.97, -16.53)
F (11.09, 15.29, -17.22)
F (10.04, 15.48, -15.31)
F (8.96, 15.49, -17.08)
S (9.84, 13.03, -16.47)
O (10.20, 12.57, -17.82)
O (10.71, 12.60, -15.37)
N (8.21, 12.75, -16.04)
S (7.51, 12.41, -17.33)
O (7.45, 13.47, -18.29)
O (7.75, 11.02, -17.80)
C (5.64, 12.43, -16.79)
F (5.38, 13.48, -16.03)
F (4.85, 12.50, -17.85)
F (5.37, 11.32, -16.04)
B (10.73, 12.53, -11.21)
H (10.41, 12.42, -10.19)
H (10.30, 13.44, -11.59)
H (11.80, 12.59, -11.33)
H (10.35, 11.68, -11.76)
C (-0.14, 8.79, -20.65)
O (-1.37, 8.43, -20.18)
C (-1.49, 8.79, -18.76)
C (-2.64, 7.97, -17.97)
O (-3.97, 8.23, -18.30)
C (-4.35, 7.87, -19.65)
C (-5.86, 8.14, -19.83)
O (-6.22, 9.50, -19.66)
C (-5.68, 10.47, -20.58)
H (0.74, 8.18, -20.44)
H (0.23, 9.69, -20.16)
H (-0.15, 9.00, -21.72)
H (-1.61, 9.86, -18.58)
H (-0.59, 8.49, -18.23)
H (-2.59, 8.23, -16.91)
H (-2.49, 6.89, -18.04)
H (-4.04, 6.85, -19.86)
H (-3.75, 8.47, -20.34)
H (-6.38, 7.46, -19.15)
H (-6.07, 7.81, -20.84)
H (-4.73, 10.80, -20.17)
H (-6.32, 11.35, -20.62)
H (-5.48, 10.19, -21.62)
C (2.28, 16.89, -21.03)
O (2.68, 18.14, -21.64)
C (1.77, 18.94, -22.34)
C (0.91, 19.81, -21.34)
O (1.58, 21.04, -21.08)
C (0.95, 21.91, -20.09)
C (-0.48, 22.46, -20.35)
O (-0.50, 23.36, -21.50)
C (-1.75, 24.03, -21.62)
H (1.31, 16.91, -20.53)
H (3.02, 16.49, -20.34)
H (2.25, 16.16, -21.84)
H (1.19, 18.31, -23.02)
H (2.36, 19.62, -22.96)
H (0.83, 19.23, -20.42)
H (-0.04, 19.97, -21.84)
H (1.58, 22.80, -20.18)
H (1.01, 21.66, -19.03)
H (-0.86, 22.95, -19.46)
H (-1.21, 21.66, -20.47)
H (-2.12, 24.21, -22.64)
H (-1.77, 25.00, -21.12)
H (-2.47, 23.34, -21.19)
C (9.39, 19.67, -24.12)
O (9.75, 19.61, -22.72)
C (8.67, 19.88, -21.81)
C (7.98, 21.31, -21.88)
O (8.71, 22.46, -22.07)
C (9.77, 22.75, -21.13)
C (10.53, 23.93, -21.73)
O (11.57, 24.30, -20.88)
C (12.10, 25.51, -21.29)
H (9.54, 20.72, -24.37)
H (8.37, 19.36, -24.37)
H (10.06, 19.08, -24.74)
H (8.95, 19.62, -20.79)
H (7.88, 19.15, -21.94)
H (7.32, 21.37, -21.01)
H (7.40, 21.26, -22.80)
H (10.38, 21.85, -21.07)
H (9.30, 22.86, -20.15)
H (9.76, 24.68, -21.89)
H (10.79, 23.68, -22.75)
H (12.50, 25.57, -22.31)
H (12.90, 25.80, -20.61)
H (11.32, 26.26, -21.19)
C (19.73, 17.31, -15.06)
O (18.29, 17.25, -15.22)
C (18.02, 16.88, -16.55)
C (18.39, 17.86, -17.63)
O (19.76, 17.88, -18.03)
C (19.98, 18.93, -19.04)
C (21.38, 18.91, -19.55)
O (22.23, 19.27, -18.41)
C (23.49, 19.60, -18.99)
H (20.22, 17.96, -15.79)
H (20.24, 16.35, -15.14)
H (20.10, 17.64, -14.09)
H (16.94, 16.79, -16.65)
H (18.29, 15.87, -16.87)
H (18.06, 18.81, -17.21)
H (17.80, 17.59, -18.51)
H (19.87, 19.85, -18.46)
H (19.35, 18.92, -19.93)
H (21.45, 19.62, -20.38)
H (21.74, 17.95, -19.92)
H (24.16, 20.13, -18.31)
H (23.39, 20.24, -19.86)
H (23.98, 18.70, -19.36)
C (11.60, 21.52, -15.90)
O (12.81, 21.53, -15.29)
C (13.01, 21.29, -13.90)
C (12.06, 22.18, -12.99)
O (10.61, 21.81, -13.10)
C (9.71, 22.97, -13.03)
C (8.24, 22.57, -13.16)
O (8.04, 22.06, -14.46)
C (7.85, 23.14, -15.38)
H (10.98, 20.73, -15.47)
H (11.64, 21.46, -16.99)
H (11.19, 22.50, -15.63)
H (14.06, 21.52, -13.69)
H (12.89, 20.22, -13.72)
H (12.26, 23.25, -13.03)
H (12.22, 22.00, -11.93)
H (9.97, 23.77, -13.73)
H (9.94, 23.32, -12.02)
H (7.58, 23.39, -12.87)
H (8.05, 21.73, -12.49)
H (7.31, 22.76, -16.25)
H (8.86, 23.44, -15.64)
H (7.44, 24.07, -14.98)
C (6.75, 11.90, -9.48)
O (6.99, 13.10, -10.14)
C (6.24, 13.46, -11.33)
C (6.18, 15.02, -11.54)
O (7.43, 15.45, -11.08)
C (7.71, 16.79, -11.45)
C (9.03, 17.25, -11.02)
O (9.81, 16.10, -10.52)
C (11.10, 16.63, -10.12)
H (6.08, 11.20, -9.98)
H (6.30, 12.18, -8.53)
H (7.68, 11.36, -9.32)
H (5.25, 13.01, -11.33)
H (6.75, 13.01, -12.17)
H (5.39, 15.39, -10.88)
H (6.04, 15.44, -12.53)
H (6.99, 17.56, -11.17)
H (7.72, 16.84, -12.54)
H (8.91, 18.00, -10.23)
H (9.52, 17.64, -11.91)
H (11.88, 16.06, -10.61)
H (11.06, 16.64, -9.03)
H (11.38, 17.64, -10.43)
C (8.64, 11.19, -24.07)
O (7.46, 10.62, -24.57)
C (6.44, 10.29, -23.55)
C (5.65, 11.52, -23.18)
O (4.73, 12.00, -24.12)
C (5.21, 12.54, -25.37)
C (4.15, 12.47, -26.50)
O (2.99, 13.36, -26.27)
C (2.04, 13.31, -27.37)
H (9.41, 11.27, -24.83)
H (9.10, 10.70, -23.20)
H (8.25, 12.20, -23.93)
H (6.89, 9.79, -22.69)
H (5.72, 9.61, -24.00)
H (6.43, 12.27, -23.05)
H (5.16, 11.53, -22.21)
H (6.17, 12.13, -25.69)
H (5.48, 13.56, -25.13)
H (3.79, 11.46, -26.34)
H (4.58, 12.51, -27.51)
H (1.19, 13.95, -27.15)
H (1.62, 12.33, -27.59)
H (2.44, 13.64, -28.33)
C (0.04, 12.78, -14.39)
O (-0.32, 13.26, -15.67)
C (-0.74, 14.60, -15.60)
C (-1.34, 15.07, -16.99)
O (-2.29, 16.05, -16.92)
C (-2.61, 16.59, -18.17)
C (-3.39, 17.90, -18.05)
O (-2.68, 18.86, -17.23)
C (-3.48, 19.95, -16.81)
H (-0.81, 12.49, -13.76)
H (0.72, 13.45, -13.87)
H (0.60, 11.86, -14.56)
H (0.07, 15.28, -15.34)
H (-1.41, 14.78, -14.76)
H (-1.72, 14.15, -17.42)
H (-0.47, 15.42, -17.56)
H (-3.26, 15.89, -18.69)
H (-1.79, 16.68, -18.88)
H (-4.39, 17.71, -17.65)
H (-3.50, 18.31, -19.05)
H (-4.19, 19.66, -16.05)
H (-3.88, 20.56, -17.62)
H (-2.79, 20.53, -16.20)
C (6.88, 2.42, -11.22)
O (7.54, 1.87, -12.41)
C (7.97, 2.89, -13.35)
C (8.69, 2.13, -14.49)
O (7.87, 1.23, -15.15)
C (6.66, 1.56, -15.65)
C (6.62, 2.56, -16.85)
O (7.00, 3.87, -16.56)
C (6.65, 4.88, -17.47)
H (7.63, 2.93, -10.61)
H (6.45, 1.63, -10.60)
H (6.13, 3.16, -11.49)
H (8.77, 3.35, -12.77)
H (7.07, 3.45, -13.61)
H (9.53, 1.56, -14.09)
H (9.07, 2.91, -15.15)
H (6.00, 1.92, -14.86)
H (6.15, 0.62, -15.87)
H (5.57, 2.64, -17.12)
H (7.03, 2.19, -17.79)
H (6.86, 4.71, -18.53)
H (7.37, 5.70, -17.45)
H (5.62, 5.16, -17.25)
C (14.70, 12.74, -12.95)
O (14.40, 11.41, -13.52)
C (15.18, 11.17, -14.75)
C (14.80, 9.76, -15.33)
O (13.54, 9.42, -14.75)
C (13.09, 8.08, -14.92)
C (11.58, 8.13, -14.82)
O (11.11, 8.88, -13.69)
C (9.71, 8.76, -13.50)
H (14.46, 13.56, -13.63)
H (15.76, 12.83, -12.71)
H (14.21, 12.94, -12.00)
H (16.27, 11.18, -14.77)
H (14.77, 11.84, -15.50)
H (15.52, 9.02, -15.01)
H (14.71, 9.87, -16.41)
H (13.42, 7.30, -14.23)
H (13.38, 7.86, -15.95)
H (11.33, 7.08, -14.67)
H (11.10, 8.48, -15.73)
H (9.46, 7.74, -13.20)
H (9.07, 9.02, -14.34)
H (9.38, 9.46, -12.73)

Values from the calculation:
DFT total energy	-181799.00851	eV
total charge	0
HOMO energy	-0.3080	Ha
LUMO level	-2.6	eV
multiplicity	1

Löwdin atomic charge list, values in e, 4 entries: 1.223 -0.707 0.140 0.146

---

ORCA calculation (the ωB97M-V functional and the def2-TZVPD basis) on C24H19AsO5Ti as an isolated structure at a distorted geometry.

CARTESIAN COORDINATES (ANGSTROEM)
Ti (-0.27, -0.50, -1.77)
O (0.63, 2.49, -2.68)
C (0.31, 1.39, -2.44)
C (0.03, -2.39, -2.64)
O (0.27, -3.46, -3.03)
C (1.68, -0.20, -2.41)
O (2.82, -0.06, -2.65)
C (-2.05, -0.16, -2.77)
O (-3.09, 0.07, -3.24)
C (0.19, 0.63, -6.62)
H (-0.75, 1.21, -6.66)
H (1.12, 1.18, -6.47)
C (0.17, -0.71, -6.74)
H (1.09, -1.29, -6.69)
H (-0.77, -1.26, -6.88)
O (-0.35, -0.38, 0.08)
As (-0.07, -0.10, 1.83)
C (-1.55, -1.27, 2.34)
C (-2.70, -1.20, 1.56)
C (-3.74, -2.11, 1.77)
C (-3.65, -3.08, 2.77)
C (-2.50, -3.12, 3.57)
C (-1.44, -2.23, 3.36)
C (1.85, -0.43, 1.70)
C (2.38, -1.63, 2.19)
C (3.73, -1.92, 1.96)
C (4.53, -1.00, 1.25)
C (3.99, 0.20, 0.79)
C (2.64, 0.49, 1.02)
C (-0.44, 1.82, 1.79)
C (-1.58, 2.24, 1.10)
C (-1.81, 3.61, 0.90)
C (-0.93, 4.56, 1.44)
C (0.19, 4.13, 2.17)
C (0.44, 2.76, 2.35)
H (-2.80, -0.46, 0.76)
H (-4.61, -2.07, 1.12)
H (-4.45, -3.80, 2.92)
H (-2.40, -3.90, 4.33)
H (-0.53, -2.28, 3.95)
H (1.74, -2.33, 2.74)
H (4.14, -2.87, 2.30)
H (5.58, -1.24, 1.06)
H (4.60, 0.90, 0.21)
H (2.22, 1.43, 0.64)
H (-2.27, 1.51, 0.68)
H (-2.67, 3.91, 0.31)
H (-1.12, 5.62, 1.27)
H (0.89, 4.87, 2.56)
H (1.32, 2.44, 2.90)

Values from the calculation:
DFT total energy	-119355.07115	eV
total charge	+3
energy relative to the best compared isomer or geometry (same formula, charge and spin)	15.31	kcal/mol
HOMO energy (spin up / spin down)	-0.6517 / -0.6517	Ha
LUMO level (spin up / spin down)	-13.7 / -13.6	eV
multiplicity	2

Löwdin atomic charge list, values in e, 4 entries: 0.698 0.286 -0.020 0.063